(1)
Below is C14H36ClN6O3PV as an isolated structure at a distorted geometry, with properties calculated with ωB97M-V/def2-TZVPD.

Atoms and positions in Å:
V1 1.47 0.77 0.33
C1 0.34 -0.44 3.01
C2 -0.49 0.75 2.48
N1 0.44 1.66 1.81
C3 1.29 2.41 2.76
C4 2.63 2.72 2.10
N2 3.09 1.55 1.31
C5 3.81 0.50 2.06
C6 2.84 -0.39 2.85
N3 1.55 -0.59 2.16
H1 -0.25 -1.35 3.00
H2 0.64 -0.26 4.04
H3 -1.04 1.23 3.29
H4 -1.20 0.41 1.73
H5 -0.11 2.33 1.23
H6 1.45 1.81 3.65
H7 0.81 3.34 3.07
H8 3.37 3.01 2.85
H9 2.50 3.55 1.40
H10 3.73 1.91 0.60
H11 4.54 0.93 2.75
H12 4.35 -0.10 1.33
H13 2.66 0.05 3.83
H14 3.34 -1.35 3.03
H15 1.54 -1.50 1.73
Cl1 2.89 0.25 -1.55
C7 2.29 -0.94 -0.43
H16 3.13 -1.49 0.00
H17 1.61 -1.62 -0.94
C8 -0.27 0.62 -3.46
N4 -1.04 -0.52 -2.96
C9 -2.01 -1.05 -3.91
P1 -1.28 -0.73 -1.33
O1 -0.39 0.16 -0.53
N5 -0.98 -2.34 -1.02
C10 -0.89 -3.38 -2.03
C11 -1.32 -2.82 0.31
N6 -2.85 -0.44 -0.84
C12 -3.27 0.96 -0.83
C13 -3.93 -1.36 -1.18
H18 0.49 0.28 -4.16
H19 0.21 1.14 -2.63
H20 -0.93 1.32 -3.98
H21 -1.49 -1.45 -4.78
H22 -2.69 -0.27 -4.26
H23 -2.59 -1.85 -3.46
H24 -0.51 -2.97 -2.96
H25 -1.85 -3.88 -2.21
H26 -0.18 -4.14 -1.68
H27 -1.50 -1.97 0.97
H28 -0.49 -3.42 0.71
H29 -2.21 -3.45 0.31
H30 -2.42 1.60 -0.55
H31 -4.06 1.10 -0.09
H32 -3.65 1.28 -1.80
H33 -3.55 -2.39 -1.24
H34 -4.41 -1.11 -2.13
H35 -4.69 -1.33 -0.40
O2 -0.65 3.33 -0.13
C14 0.37 3.33 -0.84
O3 1.36 2.52 -0.77
H36 0.45 4.09 -1.63

Values from the calculation:
Total charge: +1
LUMO (spin up / spin down) (eV): -2.0846 / -2.0963
Max |F| (eV/A): 1.9
Spin multiplicity: 3
Energy above the lowest of the compared OMol25 structures with the same formula, charge and spin (kJ/mol): 15.5

***

(2)
Below is C2H13Li3N4O5 as an isolated structure at a distorted geometry, with properties calculated with ωB97M-V/def2-TZVPD.

Atoms and positions in Å:
Li1 17.79 -6.88 13.71
Li2 17.77 -7.79 16.50
Li3 18.98 -5.38 17.33
O1 17.87 -6.03 15.45
H1 18.49 -5.39 15.05
O2 19.74 -7.96 16.95
H2 19.70 -8.89 17.17
H3 20.58 -7.86 16.49
O3 17.54 -6.98 18.61
H4 17.74 -7.28 19.50
H5 16.60 -7.10 18.52
C1 15.37 -9.23 18.05
O4 15.89 -8.67 17.10
N1 15.71 -10.39 18.50
N2 14.59 -8.64 18.81
H6 16.07 -11.00 17.78
H7 14.98 -10.72 19.12
H8 14.18 -7.75 18.57
H9 14.38 -9.00 19.73
C2 17.00 -9.68 14.12
O5 17.57 -8.77 14.57
N3 16.96 -10.81 14.72
N4 16.50 -9.70 12.95
H10 17.21 -10.87 15.69
H11 16.69 -11.52 14.05
H12 16.45 -8.84 12.41
H13 16.03 -10.56 12.71

Values from the calculation:
Total charge: +2
LUMO (eV): -6.2444
Max |F| (eV/A): 9.3
Energy above the lowest of the compared OMol25 structures with the same formula, charge and spin (kJ/mol): 0.0

***

(3)
Below is a 2-piece molecular cluster, C13H28N2O5P overall at a distorted geometry, with properties calculated with ωB97M-V/def2-TZVPD.

Atoms and positions in Å:
C1 -2.49 -1.31 -1.54
O1 -1.77 -1.53 -0.32
C2 -0.57 -0.85 -0.32
N1 -0.23 -0.41 1.08
C3 -0.74 -1.36 2.13
C4 -2.10 -1.03 2.70
N2 -2.41 -2.07 3.73
C5 -0.53 1.04 1.35
C6 -1.79 1.58 0.75
O2 -2.77 1.01 0.53
O3 -1.69 2.95 0.50
C7 -2.50 3.60 1.46
C8 -3.86 4.08 1.03
O4 -2.13 3.73 2.53
P1 1.63 -0.60 1.15
C9 2.26 0.46 2.53
C10 2.33 0.15 -0.39
H1 -2.58 -0.25 -1.75
H2 -3.49 -1.68 -1.36
H3 -2.02 -1.84 -2.36
H4 -0.53 -0.02 -1.02
H5 0.20 -1.58 -0.60
H6 -0.75 -2.39 1.79
H7 -0.03 -1.31 2.95
H8 -2.89 -1.07 1.97
H9 -2.17 -0.06 3.18
H10 -3.37 -2.34 3.61
H11 -2.30 -1.63 4.63
H12 0.28 1.62 0.92
H13 -0.49 1.25 2.40
H14 -4.56 3.68 1.77
H15 -4.13 3.67 0.07
H16 -3.91 5.15 1.07
H17 2.40 1.48 2.15
H18 1.59 0.48 3.37
H19 3.23 0.07 2.78
H20 2.25 -0.61 -1.16
H21 1.73 1.02 -0.65
H22 3.37 0.40 -0.23
C11 3.74 -2.54 -4.75
C12 3.72 -1.52 -3.65
O5 3.65 -1.85 -2.48
C13 3.78 -0.06 -4.05
H23 3.69 -3.54 -4.33
H24 2.88 -2.39 -5.41
H25 4.66 -2.45 -5.33
H26 2.93 0.19 -4.68
H27 4.71 0.13 -4.60
H28 3.77 0.56 -3.16

Values from the calculation:
Total charge: +1
LUMO (eV): -2.2710
Max |F| (eV/A): 4.7